The molecule C18H15F3O2S in a non-equilibrium geometry. Source: OMol25; level of theory: ωB97M-V/def2-TZVPD.

Each line ends with the Mulliken charge.
Element x y z (Å)
1 C 3.8321 3.9155 0.5957  -0.688
2 O 4.1242 2.4509 0.3928  -0.448
3 C 2.9725 1.6362 0.5631  0.669
4 C 2.1363 1.4388 -0.5861  -1.096
5 C 1.0095 0.5495 -0.4815  0.475
6 C 0.6504 0.0207 0.7273  0.640
7 C 1.5032 0.2002 1.8157  -0.912
8 C 2.7243 0.9725 1.7441  -0.022
9 O 3.5238 0.8403 2.8664  -0.419
10 C 4.7893 1.5434 3.0301  -0.548
11 S -0.7225 -1.0920 0.9636  -0.363
12 C -1.4645 -1.2722 -0.6874  0.032
13 C -2.6509 -2.0076 -0.8518  0.290
14 C -2.4464 -3.3255 -0.9526  -0.083
15 C -3.4819 -4.2404 -1.2601  -0.810
16 C -4.7442 -3.6803 -1.1632  -0.399
17 C -5.0448 -2.3425 -1.0059  -0.950
18 C -3.9788 -1.4657 -0.7551  0.192
19 C -4.1099 -0.0230 -0.3812  1.137
20 F -3.5562 0.1715 0.8177  -0.204
21 F -5.4218 0.3174 -0.5831  -0.285
22 F -3.4123 0.7824 -1.2593  -0.245
23 C -0.8188 -0.6278 -1.7792  -0.726
24 C 0.4313 0.2898 -1.7947  -0.493
25 H 2.8256 4.2926 0.2973  0.322
26 H 3.8980 4.2152 1.6933  0.221
27 H 4.6521 4.5676 0.0996  0.259
28 H 2.4482 1.9780 -1.4481  0.453
29 H 1.2456 -0.4178 2.6182  0.502
30 H 5.1935 1.4004 3.9796  0.305
31 H 4.5641 2.6624 2.9938  0.134
32 H 5.6259 1.1002 2.3793  0.245
33 H -1.4536 -3.6852 -1.1074  0.437
34 H -3.3761 -5.2771 -1.5453  0.422
35 H -5.5205 -4.3407 -1.3790  0.394
36 H -6.0336 -1.8631 -1.0314  0.455
37 H -1.2192 -0.8196 -2.7834  0.376
38 H 1.2256 -0.0907 -2.4509  0.383
39 H 0.0805 1.2258 -2.2909  0.347

Values from the calculation:
**Energy above the lowest of the compared OMol25 structures with the same formula, charge and spin**: 52.0 kcal/mol
**SMILES string**: COc1cc2c(cc1OC)SC(c1ccccc1C(F)(F)F)=CC2
**Electronic energy**: -1543.0560 Ha
**E_HOMO**: -7.611 eV


A structure of composition C32H23IN6O2SSeSn in a non-equilibrium geometry. Source: OMol25; level of theory: ωB97M-V/def2-TZVPD.

Each line ends with the Mulliken charge.
Element x y z (Å)
1 Sn 1.0381 0.9278 -0.9551  0.848
2 C -3.3431 0.5548 2.4655  -1.001
3 C -3.6208 0.4754 1.0030  0.475
4 N -4.8855 0.4333 0.6382  -0.616
5 C -5.2080 0.2618 -0.6267  -0.978
6 C -4.2844 -0.0674 -1.6086  0.445
7 C -4.7716 -0.3874 -3.0084  -1.020
8 O -4.3581 -1.6528 -3.4769  -0.494
9 C -2.9098 0.0043 -1.2692  0.456
10 C -1.9946 -0.4335 -2.3131  -1.027
11 N -0.7885 -0.1006 -2.6309  0.264
12 C -0.3870 -0.5571 -3.9098  0.181
13 C -1.3328 -0.6171 -4.9482  0.194
14 C -1.0208 -1.0841 -6.2078  -0.903
15 C 0.2713 -1.4875 -6.4969  -0.639
16 C 1.2455 -1.3882 -5.5178  -0.737
17 C 0.9155 -0.9107 -4.2623  0.135
18 I 2.5453 -0.8108 -2.8461  0.148
19 C -2.5953 0.4039 0.0413  -0.112
20 O -1.2986 0.7180 0.3971  0.190
21 H -4.2887 0.5478 2.9963  0.394
22 H -2.7893 1.4493 2.7311  0.130
23 H -2.7498 -0.3035 2.7765  0.293
24 H -6.2601 0.3435 -0.8564  0.402
25 H -4.3656 0.3522 -3.7076  0.289
26 H -5.8591 -0.2948 -3.0448  0.487
27 H -4.9571 -2.3316 -3.1483  0.318
28 H -2.4873 -1.1617 -2.9624  1.626
29 H -2.3389 -0.2755 -4.7653  0.402
30 H -1.7873 -1.1187 -6.9656  0.435
31 H 0.5286 -1.8667 -7.4720  0.417
32 H 2.2649 -1.6677 -5.7419  0.406
33 Se 6.0246 -3.3538 3.6742  0.407
34 N 4.4316 -3.6258 3.0123  -0.851
35 C 4.0355 -2.5496 2.3577  0.979
36 C 2.7634 -2.4054 1.7130  0.426
37 C 1.7983 -3.4179 1.7297  -0.636
38 C 0.5872 -3.1923 1.1125  -1.126
39 C 0.3765 -1.9738 0.4789  -0.233
40 N 1.2885 -1.0153 0.4357  0.340
41 C 2.4740 -1.1968 1.0474  -0.240
42 C 3.4484 -0.1249 1.0112  -0.038
43 N 3.1329 0.9978 0.3423  -0.039
44 C 3.9888 2.0080 0.3218  -0.359
45 C 5.2208 1.9722 0.9700  -0.886
46 C 5.5793 0.8272 1.6476  -0.453
47 C 4.6869 -0.2513 1.6728  0.266
48 C 4.9825 -1.4805 2.3497  0.856
49 N 6.0962 -1.7363 3.0115  -0.852
50 H 2.0277 -4.3471 2.2283  0.587
51 H -0.1854 -3.9423 1.1093  0.527
52 H -0.5644 -1.7636 -0.0131  0.290
53 H 3.6799 2.8879 -0.2322  0.488
54 H 5.8752 2.8271 0.9376  0.480
55 H 6.5230 0.7330 2.1626  0.586
56 S -1.0776 2.4280 0.5689  -0.015
57 C -0.7738 2.6931 2.2947  0.130
58 C 0.2074 2.0013 2.9907  -0.086
59 C 0.4515 2.3297 4.3132  -0.748
60 C -0.2718 3.3403 4.9307  -0.506
61 C -1.2482 4.0271 4.2278  -0.619
62 C -1.5004 3.7109 2.9047  -0.280
63 H 0.7461 1.1955 2.5022  0.433
64 H 1.2121 1.8048 4.8687  0.439
65 H -0.0719 3.5945 5.9595  0.414
66 H -1.8187 4.8039 4.7109  0.418
67 H -2.2532 4.2394 2.3402  0.492

Values from the calculation:
**Energy above the lowest of the compared OMol25 structures with the same formula, charge and spin**: 39.6 kcal/mol
**Electronic energy**: -5023.3495 Ha
**E_HOMO**: -13.578 eV
**Net charge**: +2


A structure of composition C31H23F5N6ReS2 in a non-equilibrium geometry. Source: OMol25; level of theory: ωB97M-V/def2-TZVPD.

Each line ends with the Mulliken charge.
Element x y z (Å)
1 Re -0.0535 -0.1412 0.0181  1.606
2 C -0.4576 -3.3044 4.7840  -0.784
3 S -1.7461 -3.2419 3.5184  0.008
4 C -0.8852 -2.2519 2.3064  0.160
5 S -1.1144 -0.5591 2.3553  -0.215
6 N -0.1407 -2.8701 1.4528  -1.773
7 N 0.4678 -2.1420 0.5268  1.522
8 C 1.5049 -2.6859 -0.0653  -0.970
9 C 2.3720 -1.7904 -0.7536  1.015
10 C 3.5389 -2.1990 -1.4092  -1.047
11 C 4.3593 -1.2463 -1.9807  -0.617
12 C 3.9952 0.0931 -1.8701  -1.189
13 C 2.8360 0.4315 -1.1932  -0.106
14 N 2.0308 -0.4756 -0.6480  0.282
15 H -0.8457 -3.9456 5.5693  0.386
16 H -0.2763 -2.3079 5.1793  0.223
17 H 0.4504 -3.7289 4.3640  0.268
18 H 1.7240 -3.7391 0.0688  0.596
19 H 3.7764 -3.2503 -1.4458  0.585
20 H 5.2630 -1.5291 -2.4985  0.484
21 H 4.5984 0.8738 -2.3025  0.568
22 H 2.5432 1.4676 -1.0943  0.440
23 C -3.1476 -2.0766 0.1773  -1.412
24 C -3.2754 -0.7406 -0.4680  1.099
25 C -4.4884 -0.4518 -1.1015  -1.055
26 C -4.6721 0.7564 -1.7360  -0.852
27 C -3.6577 1.6971 -1.6577  -1.082
28 C -2.5001 1.3967 -0.9539  0.404
29 N -2.2965 0.1703 -0.4136  0.473
30 C -1.4792 2.4160 -0.6807  1.304
31 C -1.6833 3.7646 -0.9612  -1.051
32 C -0.7347 4.6909 -0.5712  -1.234
33 C 0.3783 4.2514 0.1198  -1.133
34 C 0.5564 2.8864 0.3412  1.042
35 N -0.3532 1.9884 -0.0763  0.326
36 C 1.7287 2.3904 1.0808  0.305
37 C 2.8761 3.1639 1.2511  -0.704
38 C 3.9056 2.6661 2.0337  -0.994
39 C 3.7499 1.4345 2.6412  -0.859
40 C 2.5963 0.6880 2.3888  0.908
41 C 2.4210 -0.6600 3.0075  -1.096
42 N 1.6316 1.1623 1.6081  0.244
43 H -3.8306 -2.7835 -0.2887  0.583
44 H -3.4329 -1.9920 1.2288  0.314
45 H -2.1430 -2.4769 0.1046  0.102
46 H -5.2685 -1.1950 -1.0943  0.530
47 H -5.5851 0.9792 -2.2649  0.504
48 H -3.7741 2.6521 -2.1366  0.470
49 H -2.5740 4.1027 -1.4595  0.411
50 H -0.8768 5.7412 -0.7721  0.483
51 H 1.0933 4.9668 0.4856  0.457
52 H 2.9794 4.1208 0.7689  0.464
53 H 4.8058 3.2445 2.1807  0.487
54 H 4.5159 1.0422 3.2917  0.488
55 H 3.1788 -0.8322 3.7671  0.533
56 H 2.5033 -1.4402 2.2510  0.136
57 H 1.4383 -0.7293 3.4680  0.089
58 F -0.9679 -2.4640 -1.9214  -0.414
59 C -0.6286 -1.4468 -2.7415  0.036
60 C -0.1682 -0.2739 -2.1550  0.129
61 C 0.1944 0.7242 -3.0539  0.255
62 F 0.6664 1.8973 -2.5724  -0.426
63 C 0.1093 0.5824 -4.4354  0.310
64 F 0.4815 1.5792 -5.2301  -0.282
65 C -0.3728 -0.6089 -4.9745  0.592
66 F -0.4692 -0.7622 -6.2828  -0.262
67 C -0.7467 -1.6385 -4.1130  0.211
68 F -1.2123 -2.7843 -4.5916  -0.277

Values from the calculation:
**Electronic energy**: -2897.1230 Ha
**Multiplicity**: 2
**E_HOMO (spin up / spin down)**: -13.674 / -13.689 eV
**Net charge**: +2


A cluster of 3 separate species, C19H46N3O2 in total in a non-equilibrium geometry. Source: OMol25; level of theory: ωB97M-V/def2-TZVPD.

Each line ends with the Mulliken charge.
Element x y z (Å)
1 C 7.5271 -1.3270 1.1577  -0.873
2 C 6.2510 -0.3992 0.6707  -0.304
3 O 4.9546 -1.0710 0.9571  -0.273
4 C 4.7155 -2.1398 -0.0404  -0.885
5 N 3.2071 -2.2569 -0.3429  0.146
6 C 2.4602 -2.8513 0.8185  -0.364
7 C 1.2594 -1.9504 1.4560  -0.509
8 O 0.6414 -0.9678 0.5568  -0.229
9 C 1.7850 -0.0713 0.1814  -0.182
10 C 2.6945 -0.9408 -0.8676  -0.568
11 H 8.3584 -0.6197 1.6070  0.318
12 H 7.2165 -2.1462 1.9671  0.249
13 H 7.9348 -1.9153 0.2249  0.266
14 H 6.2224 0.6159 1.2930  0.313
15 H 6.3443 -0.1294 -0.4881  0.305
16 H 5.3079 -1.9811 -1.0543  0.466
17 H 5.0583 -3.1779 0.3799  0.409
18 H 3.1547 -2.9460 -1.1479  0.471
19 H 2.0694 -3.9509 0.5696  0.366
20 H 3.2617 -3.0108 1.6893  0.251
21 H 0.3911 -2.7125 1.7565  0.316
22 H 1.5689 -1.4380 2.4891  0.356
23 H 1.4387 0.9683 -0.2285  -0.091
24 H 2.4501 0.0834 1.1571  0.370
25 H 1.9850 -1.1988 -1.7922  0.349
26 H 3.5636 -0.2732 -1.3406  0.305
27 C -1.4286 2.2940 1.1358  -1.141
28 C -1.5655 3.7744 1.4801  -0.512
29 N -0.3916 4.5823 1.1398  0.085
30 C -0.4384 5.9364 1.7033  -0.681
31 C -1.5375 6.8705 1.2069  -0.947
32 C 0.0676 4.5069 -0.2503  0.167
33 C -0.9182 4.9068 -1.3416  -1.121
34 H -0.5531 1.8531 1.6226  0.203
35 H -2.3139 1.7501 1.4831  0.457
36 H -1.3512 2.1287 0.0572  0.288
37 H -1.7323 3.8344 2.5619  0.440
38 H -2.4731 4.1604 1.0025  0.286
39 H 0.5329 6.4259 1.5564  0.349
40 H -0.5403 5.8448 2.7926  0.402
41 H -1.3157 7.2606 0.2116  0.219
42 H -1.6151 7.7351 1.8745  0.394
43 H -2.5193 6.3901 1.1850  0.269
44 H 0.3971 3.4788 -0.4481  -0.517
45 H 0.9830 5.1031 -0.3657  0.418
46 H -1.9234 4.5147 -1.1670  0.241
47 H -0.5795 4.5129 -2.3056  0.440
48 H -0.9806 5.9913 -1.4483  0.298
49 C -2.3945 -1.4584 0.4131  -0.900
50 C -3.6466 -2.2323 0.0102  -0.557
51 N -3.8839 -2.2827 -1.4346  0.093
52 C -5.2101 -2.8039 -1.7850  -0.692
53 C -5.5148 -4.2560 -1.4306  -0.945
54 C -2.7823 -2.7934 -2.2561  -0.608
55 C -2.2833 -4.2043 -1.9685  -0.995
56 H -2.4226 -0.4328 0.0318  0.209
57 H -2.3266 -1.4076 1.5053  0.559
58 H -1.4805 -1.9412 0.0553  -0.070
59 H -4.4965 -1.7321 0.4892  0.450
60 H -3.5900 -3.2366 0.4451  0.269
61 H -5.3866 -2.6587 -2.8586  0.358
62 H -5.9613 -2.1721 -1.2931  0.406
63 H -5.0278 -4.9494 -2.1191  0.220
64 H -6.5920 -4.4362 -1.5105  0.395
65 H -5.2195 -4.5101 -0.4091  0.262
66 H -1.9333 -2.1047 -2.1590  0.273
67 H -3.0561 -2.7252 -3.3177  0.358
68 H -2.1940 -4.4110 -0.8989  0.232
69 H -1.2899 -4.3400 -2.4089  0.358
70 H -2.9326 -4.9588 -2.4164  0.309

Values from the calculation:
**Electronic energy**: -1065.8353 Ha
**E_HOMO**: -9.884 eV
**Net charge**: +1